Entry 1:
Formula: C9H9MnNO6SSbSe4
Source: OMol25
Level of theory: ωB97M-V/def2-TZVPD

```
! wB97M-V def2-TZVPD RIJCOSX def2/J DEFGRID3
* xyz -1 4
Sb -2.19836 -2.34286 2.82456
Se -0.73418 -1.78376 1.13578
Se -3.18751 -0.58799 4.19957
Se -1.33069 -3.73720 4.60806
Se -4.34695 -3.22560 2.18708
Mn 0.43760 -1.42410 -0.26307
S -0.98448 0.09181 -0.89253
O 0.94125 0.44542 1.14865
O 1.97701 0.41815 -1.45106
O 3.50617 1.11308 -3.09527
O 0.40608 -0.73420 -3.17691
O 2.10685 -1.63758 -0.20765
O 3.11648 -1.07395 -2.32740
N -0.09481 1.20636 1.37236
C -1.31674 2.56175 2.87003
C 2.59658 0.18260 -2.69079
C -1.14554 1.16667 0.50986
C 1.95370 -1.07575 -1.35558
C -2.40399 2.54845 2.00378
C -0.17315 1.88298 2.53643
C 1.50122 -0.00276 -3.74682
C 0.78575 -1.56813 -2.12435
C -2.31607 1.84831 0.82026
H -3.33529 3.01529 2.29154
H 1.00219 -2.58108 -2.45672
H -0.18280 -2.77771 -0.76452
H -1.38950 3.01715 3.84604
H 1.92342 -0.55363 -4.59334
H 1.12133 0.96530 -4.07202
H -3.15596 1.73995 0.14998
H 0.68791 1.77575 3.17635
H 4.23248 1.12729 -2.46229
*
```

Computed properties:
Lowest unoccupied orbital energy (alpha / beta)   0.01348 / 0.02541 Ha
ΔE to the lowest compared entry with this formula, charge and spin   0.0 kJ/mol
Gap between HOMO and LUMO (alpha / beta)   5.1 / 5.4 eV
<S²>   4.200
HOMO energy (alpha / beta)   -4.700 / -4.660 eV

---

Entry 2:
Formula: C9H9N
Source: OMol25
Level of theory: ωB97M-V/def2-TZVPD

```
! wB97M-V def2-TZVPD RIJCOSX def2/J DEFGRID3
* xyz 0 1
N 2.73318 -1.74371 -0.24541
C -0.27647 -0.21243 -0.77040
C -1.83703 1.99806 -0.26094
C 1.05360 -0.26119 1.22292
C -1.24047 0.17780 -1.70073
C -0.78352 1.56498 0.59586
C 0.94264 -1.72876 1.51024
C 1.99916 -1.31947 0.60917
C -0.01366 0.44048 0.37973
C -2.07645 1.26836 -1.42856
H -2.52004 2.78383 0.16754
H -0.49034 2.31395 1.34525
H 0.22405 -2.33375 0.88345
H 1.60965 0.35937 2.03453
H -2.76539 1.46447 -2.16824
H 0.37746 -1.10759 -1.11218
H 3.24031 -1.05247 -0.89476
H 1.20501 -2.17073 2.46761
H -1.38169 -0.44120 -2.63508
*
```

Computed properties:
Lowest unoccupied orbital energy   0.03577 Ha
ΔE to the lowest compared entry with this formula, charge and spin   235.7 kJ/mol
Gap between HOMO and LUMO   9.6 eV
HOMO energy   -8.602 eV

---

Entry 3:
Formula: C9H9N2O5SSc
Source: OMol25
Level of theory: ωB97M-V/def2-TZVPD

```
! wB97M-V def2-TZVPD RIJCOSX def2/J DEFGRID3
* xyz 2 1
Sc 0.43169 -0.87581 1.40123
S 2.12637 0.34163 2.70958
O -1.54700 1.94774 -0.83542
O 0.54024 -3.86984 -0.38293
O -1.21583 -1.12168 -1.54048
O -1.31562 -0.06504 2.03633
O 1.62081 0.16083 -1.58320
N 3.66102 1.50771 0.83461
N 1.93913 2.82351 1.63644
C 0.47611 -2.85283 0.15975
C -0.69973 -0.26444 -0.81854
C 3.75882 3.89900 0.41107
C 2.30072 3.97361 0.80557
C -1.85767 0.64490 1.12102
C -1.40272 0.92571 -0.16440
C 2.60649 1.65921 1.64156
C 4.11571 2.52694 -0.10773
C 0.84718 -0.20720 -0.74752
H 3.66459 2.35096 -1.09086
H 3.97579 4.65374 -0.34647
H 1.08465 2.84768 2.18982
H 4.05008 0.56860 0.79548
H 5.19391 2.41254 -0.20555
H -2.76434 1.32369 1.03318
H 1.65732 4.00155 -0.08338
H 4.38030 4.13506 1.27867
H 2.09650 4.87116 1.39184
*
```

Computed properties:
Lowest unoccupied orbital energy (alpha / beta)   -0.38816 / -0.37227 Ha
ΔE to the lowest compared entry with this formula, charge and spin   204.2 kJ/mol
Gap between HOMO and LUMO (alpha / beta)   5.4 / 6.9 eV
HOMO energy (alpha / beta)   -15.946 / -17.037 eV

---

Entry 4:
Formula: C9H9N2O8P2Tc
Source: OMol25
Level of theory: ωB97M-V/def2-TZVPD

```
! wB97M-V def2-TZVPD RIJCOSX def2/J DEFGRID3
* xyz 1 4
Tc -0.08404 0.15764 0.11838
P -3.18228 1.03583 -0.29030
P -1.15616 3.13325 -0.00385
O -3.64661 1.27393 1.19822
O -4.19997 0.65045 -1.23373
O 1.80338 -0.08898 0.07455
O -0.80949 4.42132 -0.56297
O -1.58399 3.16334 1.54788
O 0.01577 2.03933 -0.02715
O -1.95623 0.00974 -0.15749
O -2.39282 2.39860 -0.68348
N 0.02714 -0.13528 2.06322
N 0.75821 -0.04992 4.08044
C 4.88806 0.00018 2.80842
C 1.15525 -0.04568 2.80731
C 2.79839 -0.06319 0.97748
C 4.10989 -0.09660 0.52818
C -0.62664 -0.12319 4.17168
C 5.14278 -0.06100 1.43548
C -1.08932 -0.17736 2.91629
C 2.52292 -0.01106 2.34511
C 3.59092 0.02078 3.25372
H 1.38456 0.00875 4.86680
H -2.09906 -0.25568 2.54994
H 5.70490 0.02529 3.51603
H 4.28794 -0.13993 -0.53836
H 6.16424 -0.07903 1.07983
H -1.14639 -0.15109 5.11446
H -1.56927 4.07642 1.87019
H -3.24464 2.04573 1.62842
H 3.40678 0.05673 4.32158
*
```

Computed properties:
Lowest unoccupied orbital energy (alpha / beta)   -0.21817 / -0.22705 Ha
ΔE to the lowest compared entry with this formula, charge and spin   0.0 kJ/mol
Gap between HOMO and LUMO (alpha / beta)   6.7 / 6.7 eV
<S²>   3.767
HOMO energy (alpha / beta)   -12.620 / -12.831 eV

---

Entry 5:
Formula: C9H9N3O
Source: OMol25
Level of theory: ωB97M-V/def2-TZVPD

```
! wB97M-V def2-TZVPD RIJCOSX def2/J DEFGRID3
* xyz 0 1
O 1.67836 -2.46792 -2.38342
N -1.45070 2.60486 -0.46817
N -1.46050 0.19662 2.27456
N 0.09388 0.90604 -0.04466
C -1.47590 1.46630 1.82360
C 0.29288 -0.42007 0.42652
C -0.92630 1.58336 0.49344
C 2.13481 -3.13470 -1.17381
C -1.87322 3.93159 -0.08497
C 1.75106 -2.56183 0.03350
C 1.10233 -1.33056 -1.81439
C -0.50731 -0.60921 1.66237
C 1.04496 -1.39979 -0.38952
H -0.66132 2.49507 -1.34803
H 0.89095 -0.52673 -2.52373
H -2.22313 2.10432 2.39925
H -1.22609 4.35239 0.63116
H -0.49623 -1.52699 2.35040
H -2.84550 4.17889 0.47809
H -1.85997 4.51125 -0.93552
H 2.85512 -3.96648 -1.29911
H 2.60069 -2.98148 1.12223
*
```

Computed properties:
Lowest unoccupied orbital energy   -0.00063 Ha
ΔE to the lowest compared entry with this formula, charge and spin   568.3 kJ/mol
Gap between HOMO and LUMO   8.1 eV
HOMO energy   -8.091 eV

---

Entry 6:
Formula: C9H9N3O2
Source: OMol25
Level of theory: ωB97M-V/def2-TZVPD

```
! wB97M-V def2-TZVPD RIJCOSX def2/J DEFGRID3
* xyz 0 1
O -0.80889 2.31785 0.49242
O -3.95233 -0.56184 -0.51327
N -2.24278 0.75763 -0.19590
N -0.34450 0.13221 0.96130
N 3.63561 -0.49378 -0.01599
C 2.73046 -1.40004 0.01911
C 1.91717 1.21859 -0.64717
C 3.20504 0.81613 -0.07299
C 0.91882 0.19466 -0.76075
C -0.50144 -1.24500 0.65447
C -1.05126 1.15412 0.39770
C -2.73943 -0.49997 -0.25707
C 1.33874 -1.08369 -0.15900
C -1.69516 -1.53546 0.10331
H 2.95248 -2.41461 0.07195
H 0.12131 -1.88784 1.20229
H 1.89890 2.34686 -0.68473
H 0.72214 -1.90804 -0.31115
H -1.68530 -2.63397 -0.09625
H 0.08896 0.28248 -1.49900
H 3.92247 1.58983 0.16735
H -2.58316 1.59992 -0.68518
H 0.57602 0.48884 1.08997
*
```

Computed properties:
Lowest unoccupied orbital energy   -0.02656 Ha
ΔE to the lowest compared entry with this formula, charge and spin   648.2 kJ/mol
Gap between HOMO and LUMO   8.5 eV
HOMO energy   -9.188 eV

---

Entry 7:
Formula: C9H9N3O2
Source: OMol25
Level of theory: ωB97M-V/def2-TZVPD

```
! wB97M-V def2-TZVPD RIJCOSX def2/J DEFGRID3
* xyz 0 1
O -1.69914 2.43780 0.30099
O -1.29418 -1.97443 -0.40486
N 2.02460 0.09174 -1.20528
N -1.66715 0.19319 -0.29722
N -3.55998 1.15127 -0.10893
C 2.67264 -0.66318 1.03180
C 3.87802 -0.06240 1.01324
C 3.34612 0.53016 -1.18332
C 4.18903 0.69038 -0.16260
C -2.08976 -1.11875 -0.25388
C -2.25156 1.36411 -0.00047
C 1.78812 -0.53103 -0.07770
C -4.22250 -0.13501 0.10651
C -3.57768 -1.24235 -0.03739
H 5.07960 1.03230 -0.47547
H -4.29773 1.84398 -0.05233
H -5.23493 -0.07285 0.44766
H -4.14015 -2.17123 -0.01725
H 0.97613 -1.33080 -0.14937
H 3.69180 0.69347 -2.16343
H 4.66544 -0.02777 1.70024
H -0.62830 0.34719 0.06302
H 2.35159 -1.04581 1.92602
*
```

Computed properties:
Lowest unoccupied orbital energy   0.02018 Ha
ΔE to the lowest compared entry with this formula, charge and spin   322.1 kJ/mol
Gap between HOMO and LUMO   10.0 eV
HOMO energy   -9.402 eV

---

Entry 8:
Formula: C9H9N3O2
Source: OMol25
Level of theory: ωB97M-V/def2-TZVPD

```
! wB97M-V def2-TZVPD RIJCOSX def2/J DEFGRID3
* xyz 0 1
O 2.10759 -0.02706 -0.05643
O 1.61179 2.22175 -0.03175
N -1.99661 -0.36239 -0.12603
N -1.08411 1.65790 0.00539
N -4.62182 0.59682 0.07485
C -3.01907 -1.25703 -0.04538
C -0.10244 0.66026 -0.08118
C -2.20861 0.98369 -0.13600
C 4.24541 -0.97149 0.00071
C 3.49931 0.31630 0.04818
C -3.61489 1.42792 -0.01703
C -0.66214 -0.56875 -0.09091
C -4.27813 -0.73584 0.06564
C 1.27904 1.08754 -0.07664
H 3.65837 0.88418 0.99454
H 3.87868 -1.58282 -0.76514
H -2.90889 -2.31614 0.07285
H -5.04304 -1.46113 0.05791
H -3.83445 2.47950 0.10750
H -0.21887 -1.59416 -0.25308
H 4.10235 -1.52536 0.94022
H 5.32333 -0.84679 0.03166
H 3.88721 0.93310 -0.71988
*
```

Computed properties:
Lowest unoccupied orbital energy   -0.00031 Ha
ΔE to the lowest compared entry with this formula, charge and spin   216.3 kJ/mol
Gap between HOMO and LUMO   9.1 eV
HOMO energy   -9.101 eV

---

Entry 9:
Formula: C9H9N3O2
Source: OMol25
Level of theory: ωB97M-V/def2-TZVPD

```
! wB97M-V def2-TZVPD RIJCOSX def2/J DEFGRID3
* xyz 0 1
O -3.64234 -3.50054 -1.65402
O 0.11018 -1.02343 -1.04416
N -0.67152 -2.23843 0.73443
N 2.42388 2.07385 -1.06018
N -1.82309 -2.24576 -1.28925
C 2.40865 4.18124 0.15633
C 0.88082 2.21171 0.72382
C -2.55280 -3.71617 0.50293
C -0.71637 -1.79733 -0.59698
C 1.40566 1.56731 -0.44069
C -2.73390 -3.22536 -0.87544
C 2.92045 3.35119 -0.74640
C 1.32890 3.51700 0.98424
C -1.58405 -3.14468 1.27199
H -0.13090 1.95375 1.21464
H -2.01710 -1.89479 -2.23041
H -1.35186 -3.40604 2.31349
H 0.20093 -1.98649 1.24538
H 1.24424 0.61545 -0.81091
H 2.88507 5.10742 0.36519
H -3.25038 -4.43609 0.93896
H 0.76516 4.29427 1.45561
H 3.90036 3.74189 -1.15857
*
```

Computed properties:
Lowest unoccupied orbital energy   0.01124 Ha
ΔE to the lowest compared entry with this formula, charge and spin   224.8 kJ/mol
Gap between HOMO and LUMO   9.5 eV
HOMO energy   -9.226 eV

---

Entry 10:
Formula: C9H9NO
Source: OMol25
Level of theory: ωB97M-V/def2-TZVPD

```
! wB97M-V def2-TZVPD RIJCOSX def2/J DEFGRID3
* xyz 0 1
O -1.51697 2.22214 0.02388
N 2.66104 -0.57785 -0.06416
C -1.31745 1.05694 0.06158
C 0.15560 0.61908 0.00789
C -0.66724 -1.74676 0.23884
C 1.58578 -1.35081 0.09169
C 0.28553 -0.77540 0.13749
C 2.61075 0.80791 -0.07273
C -1.95680 -1.32452 -0.45040
C 1.40984 1.43720 -0.07034
C -2.37850 -0.04118 0.12942
H 3.64414 1.27893 -0.24163
H -2.70862 -0.13262 1.22942
H -2.81318 -2.06193 -0.65238
H -3.15843 0.51648 -0.40359
H -1.57920 -1.07793 -1.44903
H -0.93802 -1.72895 1.27595
H 1.17609 2.57739 0.06230
H 1.79776 -2.52582 0.01959
H -0.27719 -2.67247 -0.02323
*
```

Computed properties:
Lowest unoccupied orbital energy   -0.00153 Ha
ΔE to the lowest compared entry with this formula, charge and spin   253.0 kJ/mol
Gap between HOMO and LUMO   9.5 eV
HOMO energy   -9.527 eV